C28H48N12O5PbS3Se as an isolated structure at a distorted geometry, computed with ωB97M-V with the def2-TZVPD basis set.

The value obtained for the energy above the lowest of the compared OMol25 structures with the same formula, charge and spin is 5.25 kJ/mol. Its HOMO-LUMO gap is 7.44 eV. Its electronic energy is -161033.792 eV.

XYZ file:
```
98
C28H48N12O5PbS3Se ωB97M-V with the def2-TZVPD basis set
Pb -0.361 -1.001 0.386
N 0.285 -2.845 2.219
C 1.573 -3.534 2.058
C 1.312 -5.008 1.709
C 0.462 -5.233 0.426
C 1.146 -5.931 -0.754
N 2.208 -5.160 -1.388
C 1.978 -4.191 -2.285
N 0.888 -4.184 -3.056
N 2.920 -3.264 -2.468
C 2.486 -2.863 1.013
O 3.600 -3.404 0.837
O 2.071 -1.845 0.404
H 0.284 -2.190 3.000
H -0.454 -3.517 2.391
H 2.156 -3.498 2.983
H 0.796 -5.460 2.560
H 2.279 -5.509 1.635
H 0.066 -4.279 0.068
H -0.403 -5.851 0.677
H 0.400 -6.187 -1.506
H 1.594 -6.870 -0.426
H 2.991 -4.934 -0.774
H 0.112 -4.792 -2.857
H 0.645 -3.312 -3.508
H 3.520 -3.099 -1.663
H 2.628 -2.442 -2.980
C -2.835 -1.158 1.364
H -2.764 -1.021 2.435
H -3.101 -2.149 1.017
C -2.396 3.532 3.863
C -0.922 3.511 4.261
C -0.446 2.127 4.687
S -0.279 0.990 3.288
O 0.034 -0.351 3.894
C 1.258 1.698 2.565
C 2.435 0.732 2.596
C 3.056 0.575 3.979
H -2.692 4.520 3.510
H -3.029 3.278 4.715
H -2.608 2.809 3.072
H -0.752 4.198 5.093
H -0.309 3.877 3.432
H -1.167 1.641 5.347
H 0.525 2.143 5.184
H 1.502 2.617 3.100
H 0.981 1.954 1.540
H 3.181 1.123 1.898
H 2.134 -0.236 2.198
H 3.406 1.539 4.360
H 3.915 -0.097 3.941
H 2.336 0.164 4.685
C -3.659 2.516 -3.083
C -5.115 2.549 -2.636
C -5.432 3.800 -1.821
C -5.491 1.246 -1.940
N -4.690 0.902 -0.757
C -4.129 -0.285 -0.508
N -3.617 -0.199 0.712
N -3.885 1.036 1.196
N -4.534 1.689 0.294
H -3.435 3.372 -3.719
H -3.425 1.611 -3.648
H -2.993 2.561 -2.222
H -5.753 2.557 -3.526
H -4.756 3.901 -0.974
H -6.455 3.783 -1.438
H -5.324 4.683 -2.451
H -5.331 0.421 -2.634
H -6.540 1.243 -1.638
H -4.048 -1.120 -1.182
Se -2.113 -4.050 -3.428
C -1.585 -3.176 -1.983
N -1.258 -2.637 -0.999
N 6.318 2.615 -1.763
C 5.073 2.100 -2.072
C 4.384 2.537 -3.205
C 3.160 1.984 -3.539
C 2.612 0.990 -2.745
C 3.281 0.550 -1.605
C 4.502 1.101 -1.274
S 1.066 0.249 -3.164
O 0.518 0.986 -4.275
O 1.319 -1.165 -3.353
N 0.177 0.368 -1.841
C -0.261 1.581 -1.429
S 0.023 3.135 -2.201
C -0.811 3.919 -0.906
C -1.257 3.000 -0.025
N -0.950 1.692 -0.307
H 6.578 3.491 -2.180
H 6.660 2.473 -0.829
H 4.814 3.314 -3.827
H 2.620 2.320 -4.415
H 2.843 -0.215 -0.971
H 5.029 0.754 -0.392
H -0.945 4.988 -0.891
H -1.829 3.217 0.868
```

C52H55GeNO6PdSb as an isolated structure at a distorted geometry, computed with ωB97M-V with the def2-TZVPD basis set.

The value obtained for the energy above the lowest of the compared OMol25 structures with the same formula, charge and spin is 189.58 kJ/mol. Its net charge is +2. Its HOMO-LUMO gap (spin up / spin down) is 4.56 / 2.88 eV. Its electronic energy is -135107.387 eV. As for the spin multiplicity: 2.

XYZ file:
```
117
C52H55GeNO6PdSb ωB97M-V with the def2-TZVPD basis set
Pd 0.002 -0.232 -0.254
C 1.032 -3.608 -1.486
Ge -0.516 -2.552 -0.973
C -1.349 -3.270 0.625
C -1.521 -4.648 0.722
C -2.111 -5.198 1.857
C -2.522 -4.376 2.897
C -2.357 -2.998 2.802
C -1.776 -2.452 1.669
C -1.686 -2.522 -2.528
C -1.101 -2.849 -3.730
C -1.871 -3.006 -4.904
C -3.221 -2.825 -4.857
C -3.871 -2.479 -3.645
C -5.279 -2.316 -3.595
C -5.905 -1.991 -2.428
C -5.144 -1.785 -1.256
C -3.785 -1.917 -1.278
C -3.102 -2.297 -2.464
H 0.666 -4.458 -2.064
H 1.543 -3.976 -0.598
H 1.736 -3.039 -2.094
H -1.208 -5.301 -0.088
H -2.251 -6.271 1.925
H -2.979 -4.808 3.779
H -2.690 -2.356 3.611
H -1.673 -1.383 1.582
H -0.030 -3.017 -3.787
H -1.386 -3.284 -5.832
H -3.821 -2.953 -5.753
H -5.853 -2.471 -4.503
H -6.983 -1.888 -2.399
H -5.646 -1.530 -0.328
H -3.218 -1.734 -0.377
C 1.678 3.626 3.458
C 2.251 3.500 2.047
Sb 2.171 1.551 1.142
C 3.772 1.880 -0.267
C 5.176 2.023 0.320
C 2.811 0.372 2.832
C 4.316 0.388 3.092
H 1.937 4.606 3.871
H 2.087 2.879 4.140
H 0.596 3.540 3.476
H 3.333 3.684 2.053
H 1.800 4.201 1.340
H 3.457 2.802 -0.752
H 3.689 1.070 -0.987
H 5.241 2.812 1.072
H 5.863 2.294 -0.486
H 5.541 1.098 0.762
H 2.430 -0.631 2.672
H 2.252 0.816 3.654
H 4.863 -0.143 2.314
H 4.513 -0.120 4.039
H 4.723 1.398 3.176
O 1.288 -1.582 0.966
C 2.310 -1.534 0.194
O 2.315 -0.841 -0.852
C 3.525 -2.297 0.600
C 4.761 -1.991 -0.003
C 5.927 -2.658 0.343
C 5.798 -3.651 1.295
O 6.749 -4.454 1.789
C 6.127 -5.329 2.748
O 4.738 -4.970 2.771
C 4.566 -3.961 1.892
C 3.411 -3.293 1.573
H 4.782 -1.216 -0.760
H 6.885 -2.429 -0.109
H 6.567 -5.171 3.726
H 6.237 -6.359 2.428
H 2.459 -3.518 2.040
C -2.518 5.397 -3.364
O -2.366 4.874 -2.040
C -3.117 3.794 -1.702
C -3.884 3.044 -2.579
C -4.616 1.964 -2.099
C -4.587 1.645 -0.753
C -3.796 2.384 0.118
C -3.059 3.450 -0.360
N -2.269 4.325 0.451
C -2.049 4.301 1.732
C -1.883 3.211 2.575
C -2.178 3.459 3.960
C -2.046 2.502 4.899
C -1.545 1.233 4.510
C -1.181 0.970 3.222
C -1.305 1.938 2.182
O -0.801 1.715 1.026
H -1.937 6.312 -3.396
H -3.564 5.620 -3.573
H -2.132 4.694 -4.104
H -3.926 3.303 -3.629
H -5.215 1.378 -2.786
H -5.181 0.823 -0.371
H -3.787 2.154 1.176
H -2.087 5.212 -0.004
H -2.001 5.293 2.188
H -2.554 4.438 4.242
H -2.311 2.701 5.929
H -1.424 0.462 5.264
H -0.727 0.025 2.959
C -1.302 0.606 -1.635
C -0.162 1.108 -2.324
C 0.436 2.330 -1.926
C 1.484 2.857 -2.653
C 1.995 2.158 -3.745
C 1.445 0.934 -4.128
C 0.374 0.418 -3.435
H -1.933 -0.091 -2.170
H -1.832 1.296 -0.996
H 0.003 2.866 -1.087
H 1.899 3.822 -2.386
H 2.824 2.574 -4.309
H 1.848 0.406 -4.983
H -0.096 -0.505 -3.753
```